Below is a molecular structure, C28H31N2O3SnTe, with properties calculated with wB97M-V/def2-TZVPD.

The geometry in ORCA input format:
```
! RIJCOSX wB97M-V def2-TZVPD def2/J DEFGRID3
* xyz 0 2
Te 1.297 0.936 -0.477
Sn -1.541 -0.717 -1.098
O -4.121 -1.652 0.002
O -3.544 0.108 1.272
O -0.138 3.240 -1.879
N -2.297 -0.697 -4.611
N -0.986 1.280 -1.044
C -3.310 -0.583 0.320
C -0.600 0.229 3.370
C 1.072 -2.480 0.492
C 0.482 -0.054 1.233
C -4.897 2.887 -1.883
C -2.592 4.284 -2.538
C 3.439 -0.944 -1.733
C 0.033 -1.946 2.655
C -4.993 4.120 -2.510
C -0.275 2.280 2.019
C -0.532 -1.137 3.622
C -5.276 -1.823 0.843
C -3.837 4.819 -2.837
C 4.608 -1.695 -1.791
C 6.717 -2.630 -0.768
C -2.529 -0.373 -3.525
C -0.112 0.791 2.201
C 2.559 -0.854 -2.958
C -1.089 2.516 -1.614
C 3.670 0.281 1.914
C 3.102 -0.305 -0.536
C 3.941 -0.384 0.580
C 0.538 -1.442 1.452
C -2.488 3.043 -1.916
C 5.450 -1.817 -0.692
C 5.100 -1.154 0.476
C -1.074 -1.706 4.908
C -3.650 2.354 -1.589
H 4.865 -2.200 -2.718
H -0.546 -1.291 5.769
H -1.679 4.810 -2.780
H 2.890 1.038 1.873
H 1.995 -2.921 0.880
H 0.076 -3.020 2.819
H -1.059 0.882 4.106
H -4.981 -2.178 1.829
H 3.362 -0.460 2.656
H 2.998 -1.406 -3.789
H -3.587 1.412 -1.079
H -0.970 -2.791 4.937
H 6.723 -3.420 -0.013
H -3.906 5.785 -3.323
H -5.809 -0.883 0.957
H 0.632 2.762 1.653
H 2.425 0.182 -3.278
H -1.065 2.489 1.294
H -0.551 2.748 2.963
H 6.830 -3.098 -1.746
H 1.562 -1.261 -2.766
H 5.753 -1.228 1.343
H 4.577 0.762 2.282
H -5.900 -2.561 0.350
H -5.794 2.342 -1.613
H 1.287 -2.085 -0.491
H 0.342 -3.282 0.377
H -2.132 -1.461 5.025
H 7.594 -2.004 -0.591
H -2.094 -0.976 -5.548
H -5.966 4.540 -2.736
*
```

DFT total energy (eV): -51783.1857
Orbital gap (spin up / spin down) (eV): 7.5 / 6.5
HOMO level (spin up / spin down) (eV): -7.31 / -7.47
⟨S²⟩: 0.763